# 1
Formula: C35H53AsNO2P2Yb
Source: the OMol25 dataset
Level of theory: ωB97M-V with the def2-TZVPD basis set

Geometry as XYZ:
```
95
C35H53AsNO2P2Yb (ωB97M-V with the def2-TZVPD basis set)
Yb 1.49584 -0.21640 1.30257
P 0.01208 -2.18236 -1.20883
P -0.01404 2.73385 0.48623
N 1.49724 0.41467 -1.17537
C 1.56271 -1.91054 -2.16519
H 2.30633 -2.65251 -1.83366
H 1.34666 -2.13456 -3.22045
C 2.18832 -0.51221 -2.09508
H 3.23315 -0.59972 -1.74551
H 2.24932 -0.07834 -3.11216
C 1.97076 1.80374 -1.37541
H 1.49573 2.22370 -2.28184
H 3.05845 1.78630 -1.55832
C 1.69240 2.68622 -0.15231
H 1.95539 3.72280 -0.41422
H 2.37982 2.40706 0.67304
C 0.17487 3.01173 2.28816
C 0.69467 1.77823 3.06664
H 1.77643 1.59275 2.89266
H 0.06953 0.88252 2.87091
H 0.60674 1.96754 4.14428
C -0.95064 4.02593 -0.33989
C -2.46180 3.91044 -0.07026
H -2.99668 4.46334 -0.85372
H -2.73586 4.34837 0.89754
H -2.81956 2.87470 -0.09854
C -1.23534 -2.64631 -2.52484
C -2.52519 -3.22135 -1.91804
H -3.31300 -3.19742 -2.68412
H -2.87817 -2.62848 -1.06510
H -2.40920 -4.26709 -1.60325
C 0.40478 -3.74807 -0.25430
C -0.68805 -4.02620 0.78698
H -0.27026 -4.66729 1.57744
H -1.55354 -4.54438 0.34933
H -1.03065 -3.09517 1.25757
C -0.82536 1.17097 0.02993
C -0.38599 5.43786 -0.06815
H 0.46494 5.45359 0.62797
H -0.03818 5.87371 -1.01423
H -1.16564 6.09875 0.33119
C -0.71774 -3.48954 -3.69948
H -1.56324 -3.99439 -4.18676
H -0.24016 -2.85650 -4.45719
H -0.00147 -4.26122 -3.39446
C 0.72299 -4.98256 -1.08970
H 1.07884 -5.77515 -0.41434
H -0.16602 -5.37166 -1.60452
H 1.51881 -4.80157 -1.82246
C -1.09525 3.58769 2.92680
H -1.96120 2.92443 2.79529
H -0.92579 3.70190 4.00629
H -1.34500 4.58158 2.53429
H 0.95910 3.79032 2.34056
H 1.31613 -3.45926 0.30437
H -0.79028 3.80547 -1.40940
H -1.49114 -1.64846 -2.93026
O -0.78184 0.17963 0.83440
H 0.41810 0.45726 -1.40424
H -1.24062 1.08767 -1.03019
O 1.27082 -1.94306 2.39253
As 1.14434 -2.34911 4.06182
C -0.57594 -1.65779 4.62254
C -1.74490 -2.20050 4.07200
C -2.99056 -1.67330 4.43575
C -3.07000 -0.62917 5.36288
C -1.90076 -0.09854 5.91952
C -0.64948 -0.60741 5.54817
C 1.40522 -4.25086 3.99882
C 0.53104 -5.11824 4.66821
C 0.70995 -6.50115 4.54200
C 1.76226 -7.00766 3.77058
C 2.64339 -6.13431 3.12364
C 2.46975 -4.75144 3.23739
C 2.60911 -1.42102 4.91716
C 2.67004 -1.40155 6.31997
C 3.72691 -0.73728 6.95694
C 4.70960 -0.09248 6.19508
C 4.64541 -0.12206 4.79730
C 3.60860 -0.80982 4.15217
H -1.67920 -3.03196 3.36867
H -3.89818 -2.08571 3.99122
H -4.04326 -0.23140 5.65490
H -1.95555 0.71112 6.64927
H 0.26531 -0.19751 5.98000
H -0.27901 -4.70895 5.27518
H 0.02305 -7.18074 5.04802
H 1.89992 -8.08660 3.67487
H 3.46948 -6.52220 2.52544
H 3.15129 -4.06277 2.73125
H 1.89809 -1.90227 6.90757
H 3.77578 -0.72575 8.04692
H 5.52969 0.42768 6.69368
H 5.40619 0.38403 4.19973
H 3.59614 -0.89243 3.05602
```

## Properties
HOMO energy (spin up / spin down)	-11.63 / -12.50	eV
spin multiplicity	2
net charge	+2
<S²>	0.753
Kohn-Sham gap (spin up / spin down)	6.394 / 7.251	eV

***

# 2
Formula: C35H53AsNO2P2Zr
Source: the OMol25 dataset
Level of theory: ωB97M-V with the def2-TZVPD basis set

Geometry as XYZ:
```
95
C35H53AsNO2P2Zr (ωB97M-V with the def2-TZVPD basis set)
Zr 0.62843 0.24533 -0.77590
P 0.26592 2.92263 -0.61908
P 1.90762 -1.60993 -2.26660
N 0.59843 1.07512 -2.96900
C -0.44653 3.28027 -2.27219
H -1.51716 3.48451 -2.12695
H 0.01052 4.20858 -2.64316
C -0.28891 2.20883 -3.35104
H -1.26223 1.75572 -3.59864
H 0.08405 2.66149 -4.28814
C 0.76209 0.17883 -4.16436
H 1.61393 0.54584 -4.76684
H -0.13565 0.30895 -4.78628
C 0.89836 -1.29165 -3.78814
H 1.35434 -1.82355 -4.63470
H -0.09931 -1.73654 -3.63646
C 1.51533 -3.40231 -1.96970
C 0.23980 -3.50878 -1.12919
H -0.61614 -2.97004 -1.55872
H 0.40159 -3.12563 -0.11235
H -0.05465 -4.56287 -1.02900
C 3.60401 -1.55253 -2.98493
C 4.70634 -1.56042 -1.91697
H 5.64914 -1.25300 -2.39314
H 4.85663 -2.56308 -1.49415
H 4.50645 -0.85691 -1.10359
C 1.62079 4.18414 -0.46039
C 2.24053 4.21449 0.94477
H 3.13621 4.85226 0.90878
H 2.56603 3.22089 1.27591
H 1.55942 4.63736 1.69579
C -1.06593 3.33131 0.60681
C -0.66850 2.92915 2.03664
H -1.57106 2.61570 2.58132
H -0.21650 3.77211 2.58078
H 0.03128 2.08154 2.06630
C 2.68853 0.89184 -1.14066
C 3.83856 -2.62004 -4.07546
H 2.98239 -3.28205 -4.25734
H 4.06612 -2.12272 -5.02813
H 4.70404 -3.25038 -3.83007
C 1.27954 5.59196 -0.98656
H 1.81478 6.35091 -0.40014
H 1.60860 5.70165 -2.02862
H 0.21279 5.83911 -0.94861
C -1.54740 4.77779 0.53146
H -2.39867 4.89637 1.21581
H -0.77105 5.48278 0.85707
H -1.89533 5.05754 -0.47075
C 2.66957 -4.16165 -1.31405
H 3.03716 -3.64401 -0.41781
H 2.30870 -5.14985 -0.99688
H 3.51255 -4.32927 -1.99496
H 1.32472 -3.81646 -2.97304
H -1.89478 2.67344 0.28544
H 3.63273 -0.56714 -3.47728
H 2.38947 3.77657 -1.13943
O 2.46403 0.72822 0.12645
H 1.62749 1.45719 -2.74953
H 3.46889 1.48434 -1.67493
O -0.51301 -0.44109 0.66468
As -1.66429 -0.98344 1.90143
C -0.71797 -0.80674 3.55877
C 0.56231 -0.23921 3.61048
C 1.21752 -0.13402 4.84469
C 0.61363 -0.61527 6.01110
C -0.65656 -1.20448 5.95311
C -1.32464 -1.29885 4.72671
C -3.23786 0.10149 1.70538
C -3.93202 0.51855 2.85591
C -5.19999 1.09916 2.72781
C -5.75735 1.30157 1.45969
C -5.03139 0.95311 0.31610
C -3.76731 0.35858 0.43110
C -1.94939 -2.83698 1.52965
C -1.14780 -3.79339 2.16507
C -1.42289 -5.15529 1.98894
C -2.49215 -5.55246 1.17641
C -3.26794 -4.59566 0.52060
C -3.00220 -3.23195 0.68836
H 1.04658 0.10290 2.69197
H 2.20619 0.32595 4.88539
H 1.13158 -0.53571 6.96947
H -1.13073 -1.59210 6.85452
H -2.31397 -1.76399 4.67752
H -3.48443 0.37738 3.84012
H -5.75209 1.38708 3.62464
H -6.75412 1.73380 1.36535
H -5.45149 1.13241 -0.67598
H -3.19889 0.09045 -0.46031
H -0.32158 -3.47401 2.80582
H -0.80405 -5.89581 2.49377
H -2.71731 -6.61542 1.06033
H -4.09626 -4.90343 -0.12339
H -3.60625 -2.47706 0.18535
```

## Properties
HOMO energy	-16.66	eV
net charge	+3
Kohn-Sham gap	7.304	eV

***

- Which value of net charge does entry 1 give?
  +2

***

- net charge of number 2 (C35H53AsNO2P2Zr)?
  +3

***

- Among the records above, which one has the lowest net charge?
  C35H53AsNO2P2Yb